No. 1
{
  "formula": "C40H55Cl3F6GeN10O4SiTeY",
  "method": "ωB97M-V with the def2-TZVPD basis set",
  "species": ["O", "H", "Cl", "H", "H", "C", "C", "H", "Te", "F", "C", "N", "Cl", "H", "C", "H", "H", "C", "H", "H", "C", "H", "C", "C", "C", "H", "C", "N", "N", "F", "H", "H", "H", "C", "H", "Ge", "H", "H", "C", "N", "C", "C", "H", "H", "Cl", "H", "F", "H", "C", "N", "Si", "H", "C", "H", "F", "O", "N", "C", "H", "C", "C", "O", "H", "H", "C", "C", "N", "C", "C", "N", "H", "C", "H", "H", "H", "H", "C", "H", "H", "H", "N", "H", "C", "C", "H", "C", "C", "C", "C", "H", "C", "H", "C", "C", "C", "H", "H", "H", "C", "C", "H", "H", "H", "H", "H", "Y", "C", "H", "H", "H", "O", "H", "F", "H", "C", "H", "N", "C", "F", "H", "H", "H"],
  "positions_angstrom": [[3.10606, 0.91097, -1.79756], [-4.95368, 0.11304, -5.09599], [1.83266, 3.92901, -3.05472], [4.98426, 3.34723, 4.55182], [-5.27714, -3.18836, 2.02621], [3.90163, -1.56239, -5.28295], [2.80212, -3.81359, -1.78093], [-2.38846, 3.03891, 0.95648], [1.17790, 2.08121, -4.44008], [1.26043, 1.03595, -6.01097], [-2.66955, -4.56398, 2.50363], [-0.86823, 5.36877, 4.95532], [3.38297, 3.63768, -0.06914], [-2.77337, -2.77961, 3.69026], [-1.35448, -2.00491, 0.21017], [4.10638, 1.19349, 1.72623], [3.15224, -2.48513, 1.81730], [3.03364, -2.85780, 0.81168], [0.06231, 1.37833, 1.49136], [-1.28763, -2.53222, -3.44388], [2.47102, 4.05772, 3.95474], [-2.43076, -0.51951, 2.99696], [-1.89266, 3.26139, 3.04564], [-2.94331, 0.19829, -2.44779], [3.83395, 0.20888, 2.11608], [0.81284, 1.52346, 3.08454], [2.13866, -1.98132, -3.73593], [-4.18921, -0.08715, -3.15554], [1.87223, -0.82223, 0.14578], [1.84702, 3.37686, -5.65812], [3.11536, 4.04354, 3.08179], [4.49749, -0.53174, 1.66479], [0.16745, 4.17071, 7.03113], [1.02266, 1.41927, 2.01594], [-2.26006, -2.29183, -1.99334], [1.31651, 2.98468, -0.78342], [3.47517, -2.04890, -7.33043], [-3.83799, -1.69478, 0.28773], [3.10888, -2.05327, -6.31255], [-2.15538, -2.72716, 0.96271], [4.29286, 2.89171, 5.26037], [-2.11940, -1.97091, -3.02163], [-1.32310, -4.66967, 0.80155], [-0.98588, 6.06710, 5.67312], [0.21281, 4.76091, -0.11375], [1.09113, -0.71587, 3.97888], [-0.38490, 2.31558, -2.91678], [-1.85716, 0.62130, 5.14765], [3.42137, -1.53413, -3.98540], [-0.62492, -1.41523, -0.46449], [2.02288, -0.13301, 1.77885], [-3.03817, -0.07710, -1.39600], [1.22074, 4.65129, 3.85495], [-2.73398, 1.26634, -2.49578], [-0.40666, 2.66838, -5.25816], [1.08118, 0.49202, -3.57772], [-3.34185, -2.28894, -3.75164], [1.27966, -1.29459, 3.07186], [0.36822, -2.89560, -4.50619], [-2.26580, 2.53237, 1.91108], [-1.96298, 1.18726, 4.23038], [-2.27106, 6.67098, 3.73892], [4.05210, -4.66997, 1.25357], [-3.94981, -3.45097, 0.15698], [2.07194, 3.55646, 6.25262], [-4.02667, 0.31909, -4.55776], [-1.78697, -0.52869, -3.03394], [-4.43588, -1.52605, -3.13588], [-3.61529, -2.63001, 0.79807], [-1.72720, 4.63957, 2.88949], [-0.72193, -3.68462, 2.13873], [0.81650, 4.13644, 6.16314], [3.32504, 1.01368, -2.74348], [-1.52835, 0.95840, -4.49773], [-1.53797, 3.07345, 5.16405], [-3.34827, -5.20453, 1.93480], [3.43458, -4.57192, -0.81084], [4.25839, 1.82141, 5.04578], [4.88933, -1.17548, -5.49452], [-4.10317, -2.05722, -5.68991], [-2.47776, 1.22907, 1.90831], [0.90702, 5.09095, 2.91670], [0.38840, 4.69896, 4.96674], [-1.76745, 2.56110, 4.23923], [-2.04061, 5.00349, 2.00206], [-1.65305, 5.63394, 3.85624], [-3.19017, -1.82783, -5.13748], [2.26269, -2.57725, -1.47171], [1.84134, -2.53860, -6.03378], [-2.16327, -5.19791, 3.23115], [1.35280, -2.51250, -4.73386], [-2.35750, -2.36474, -5.59826], [2.92213, 3.51022, 5.15209], [-1.61700, -3.95635, 1.57730], [3.54935, -4.08310, 0.49616], [-4.11411, -3.87862, 3.96339], [1.56249, 2.32249, 1.72638], [-4.51949, -1.68668, 2.52385], [-4.31452, -2.69284, 2.16311], [-1.69937, -0.11184, -4.46467], [-3.82385, 1.39001, -4.59882], [-0.86217, -0.62491, -4.93789], [4.69700, 3.01373, 6.26524], [2.39898, 3.13441, 7.19653], [0.31167, -1.66720, 2.71620], [0.44026, 0.40222, -1.63984], [-2.30751, 0.55489, 3.04530], [-5.36005, -1.73606, -3.67737], [4.02106, -1.14366, -3.17248], [4.01545, 0.21358, 3.19397], [1.60159, -1.85680, -2.43126], [1.21985, -2.92949, -6.82888], [3.09514, 1.76683, -4.36968], [3.83913, -5.54099, -1.07043], [-3.46892, -3.46049, 3.19107], [2.72265, -4.17874, -2.79528], [-2.92532, -0.39765, -5.20157], [2.35938, -2.02654, -0.14513], [-0.92288, 1.23238, -0.49235], [3.79978, 1.36439, -1.30062], [1.89163, -2.15674, 3.34298], [-4.55608, -1.85792, -2.10084]],
  "orbital_gap_ha": [0.275, 0.226],
  "spin_multiplicity": 2
}

***

No. 2
{
  "formula": "C40H55N5O15",
  "method": "ωB97M-V with the def2-TZVPD basis set",
  "species": ["C", "O", "H", "H", "O", "C", "H", "C", "C", "C", "H", "C", "N", "O", "C", "C", "C", "C", "O", "H", "H", "C", "C", "O", "O", "C", "C", "C", "C", "C", "C", "C", "C", "O", "H", "H", "H", "H", "H", "O", "C", "H", "H", "H", "H", "C", "H", "C", "N", "H", "H", "H", "H", "H", "H", "O", "H", "H", "H", "C", "H", "C", "O", "H", "H", "O", "H", "C", "H", "N", "H", "C", "H", "H", "O", "C", "N", "H", "H", "H", "C", "O", "H", "N", "H", "H", "C", "H", "H", "C", "C", "O", "H", "H", "H", "C", "H", "C", "H", "H", "H", "H", "C", "H", "C", "H", "O", "H", "C", "C", "H", "C", "H", "C", "H"],
  "positions_angstrom": [[3.74152, -1.82760, 0.18365], [-2.85894, -7.38140, 3.19576], [-3.83349, 2.54852, 1.02849], [-1.91121, -7.13061, -0.70656], [-0.39079, 0.33724, 0.99867], [-3.24358, 3.00478, -2.62892], [-0.38503, 2.17832, -4.01477], [2.53399, 1.21257, -4.04134], [-2.20777, -6.39959, 3.02095], [-2.31844, 3.82243, -2.05520], [2.52903, 1.08412, 6.47057], [3.14269, -2.90399, -1.67888], [-1.08727, 3.56201, -2.60772], [-1.96199, 0.85203, 4.18687], [-2.53089, -0.68127, -5.70841], [-1.50217, -0.96367, -4.85414], [-1.93287, 6.35302, 1.31642], [0.19017, 5.86607, 0.79460], [-1.17276, 2.32057, 5.67877], [2.03854, -0.43510, 3.11034], [2.79629, -3.59103, -2.42974], [-0.85315, 5.60232, 1.72098], [3.82156, -0.93948, -0.85651], [-0.90954, -6.39588, 2.69021], [1.58286, 0.63291, -4.47140], [-1.84044, -4.94476, -0.63201], [-2.73476, -2.80831, -5.17979], [0.55500, 0.30268, -1.16011], [1.81263, -2.51507, 5.29893], [-1.26608, 2.49907, -3.47748], [0.93747, 2.24117, 0.62875], [-1.49662, -6.20290, -1.06666], [-0.18274, -4.70545, -2.13028], [2.43184, 2.39112, -3.41900], [-3.63171, 4.07852, 1.86589], [4.97205, 3.89896, -1.78460], [0.42265, 0.15310, 5.38763], [-2.25292, 7.44351, -0.46947], [0.04591, -4.09226, 1.06222], [1.72064, -1.43454, 6.06294], [0.02263, 1.25225, -0.07570], [-2.40356, 4.57262, -1.28232], [3.57494, -1.32826, -2.97042], [0.55017, -4.14954, -2.68545], [-2.49004, -4.60301, 0.15522], [1.40563, -0.29655, 5.24047], [0.08406, 7.14130, -1.08161], [-0.31351, 6.70139, -0.18262], [3.54440, -1.62593, -2.01140], [0.26327, -5.09458, 3.87712], [-3.92654, -1.89633, -6.67169], [-3.02305, 1.43712, -4.23198], [-1.07460, -3.08439, -1.11465], [5.33106, 2.31030, -4.42663], [-4.55373, 2.17838, 3.41862], [-2.64956, -5.14532, 3.18728], [-2.26543, 3.03006, 1.51400], [-0.24182, 4.05384, -2.39742], [-1.70522, -3.62318, 2.27284], [-2.59274, 2.15482, -3.56010], [1.81971, 1.71299, 0.99864], [0.58714, -4.69843, 1.79179], [-0.02364, -0.93445, -0.78650], [-2.27894, 0.87799, 2.18393], [-0.82187, 4.99201, 2.60850], [2.08974, -3.61280, 5.70084], [-2.92614, 6.38005, 1.73282], [3.71022, 3.00695, -3.30371], [-2.74419, 0.25456, -6.20283], [-3.27045, -1.79891, -5.92095], [0.94615, -5.56418, 1.23663], [2.44207, 0.78738, 5.42429], [-4.29680, 2.99446, -2.39405], [1.20981, 5.52044, 0.85394], [3.83438, 0.88584, -4.23248], [-1.63801, -2.33424, -4.50851], [-1.61933, 6.95951, 0.13893], [3.75137, 3.81986, -4.03014], [1.33231, 2.98231, -0.07370], [3.93406, -1.60798, 1.22298], [-0.53595, -0.86461, 0.44118], [1.51140, -2.25664, 4.01973], [4.16352, 0.08328, -0.85393], [-1.09945, -4.06195, -1.36683], [1.41485, -4.07239, 2.12026], [3.88230, 2.67384, -1.19966], [-3.50516, 2.26674, 3.12559], [-0.90129, 1.73948, -0.39983], [0.45581, 2.80765, 1.42150], [-0.31116, -5.11239, 2.94878], [-0.39886, -6.07324, -1.95110], [-2.77263, 2.90631, 4.19076], [-0.96250, -2.89888, -3.88738], [3.21077, 4.24841, -1.56050], [-3.60587, 0.07595, 3.09443], [3.23113, -3.03978, -0.31149], [0.13122, 0.65576, -2.09669], [-3.30525, 3.04220, 1.85176], [5.26628, 1.54539, -2.80229], [-3.03402, -3.83712, -5.30812], [2.98273, -3.94101, 0.22347], [2.16322, 1.68618, 4.87190], [-1.93049, 2.03057, 4.80415], [-0.72486, -0.28055, -4.55442], [4.68807, 1.85876, -3.66994], [-1.49426, -3.54619, 3.99261], [-1.16418, -1.76121, 0.93503], [0.08398, -6.86814, -2.49471], [1.30707, -0.85321, 3.80069], [-2.86412, 0.86828, 3.10429], [3.45064, 0.49453, 5.12208], [3.95465, 3.52311, -1.88614], [1.64003, 0.36326, -1.06505], [-1.55519, -4.24684, 3.16208], [0.28395, -0.79606, 3.43420]],
  "orbital_gap_ha": 0.279,
  "smiles": "C[C@H]1COC(=O)O1.C[C@H]1COC(=O)O1.C[C@H]1COC(=O)O1.C[C@H]1COC(=O)O1.C[C@H]1COC(=O)O1.c1cc[nH]c1.c1cc[nH]c1.c1cc[nH]c1.c1cc[nH]c1.c1cc[nH]c1"
}